(1)
# C32H31Cl4FNO2Ru

A structure of composition C32H31Cl4FNO2Ru (the ωB97M-V functional and the def2-TZVPD basis, the OMol25 dataset).

Results
Multiplicity: 6
Energy relative to the best compared isomer or geometry (same formula, charge and spin), eV: 0.000
Largest force on an atom, eV Å⁻¹: 0.9
Molecular weight, g mol⁻¹: 723.485
Net charge: -2

Each line ends with the Mulliken charge.
Atoms and positions in Å:
Ru -0.764 -0.898 -0.441  1.632
C -0.439 2.703 2.239  -1.806
C 0.522 2.403 1.121  0.808
C 1.635 1.598 1.349  -0.358
C 2.494 1.263 0.312  -0.213
C 2.243 1.705 -0.978  -0.274
C 1.144 2.517 -1.215  -0.499
C 0.300 2.869 -0.170  -0.173
H -1.056 1.825 2.451  0.240
H -1.106 3.527 1.979  0.374
H 0.089 2.964 3.159  0.496
H 1.815 1.212 2.347  0.182
H 3.344 0.623 0.504  0.372
H 2.883 1.389 -1.792  0.283
H 0.921 2.852 -2.220  0.248
H -0.563 3.497 -0.366  0.309
Cl -3.136 -6.693 2.678  -0.260
C -2.365 -5.151 2.412  0.216
C -1.637 -4.545 3.413  0.322
Cl -1.467 -5.312 4.970  -0.263
C -1.032 -3.298 3.169  0.080
Cl -0.096 -2.503 4.409  -0.244
C -1.147 -2.643 1.943  -0.085
O -0.619 -1.490 1.679  -0.661
C -1.901 -3.280 0.897  -0.127
O -1.993 -2.664 -0.249  -0.441
C -2.488 -4.512 1.162  0.094
Cl -3.396 -5.252 -0.132  -0.250
F -3.265 0.931 -5.754  -0.429
C -3.097 0.871 -4.394  0.371
C -3.289 -0.323 -3.739  -0.545
C -3.097 -0.383 -2.364  -0.129
C -2.707 0.745 -1.609  0.351
C -2.407 0.627 -0.179  -1.518
C -2.562 1.945 -2.332  -0.423
C -2.737 2.011 -3.709  -0.596
H -3.568 -1.208 -4.299  0.454
H -3.252 -1.326 -1.849  0.392
H -3.023 -0.103 0.347  0.392
H -2.286 1.560 0.362  0.365
H -2.298 2.848 -1.791  0.290
H -2.600 2.940 -4.250  0.394
C 2.490 -2.150 1.237  -1.003
C 2.733 -3.103 0.069  0.449
C 1.629 -4.164 -0.006  -1.449
C 2.977 -2.454 -1.288  0.524
C 4.213 -2.661 -1.889  -0.672
C 4.480 -2.299 -3.205  -1.270
C 3.425 -1.782 -3.952  -0.701
C 2.173 -1.531 -3.404  0.449
C 1.050 -1.153 -4.351  0.280
C -0.005 -2.259 -4.439  -1.370
C 0.396 0.197 -4.077  -1.042
C 1.951 -1.753 -2.005  0.030
N 0.842 -1.331 -1.376  -0.178
H 2.378 -2.719 2.166  0.538
H 1.576 -1.576 1.106  -0.174
H 3.332 -1.461 1.354  0.167
H 3.665 -3.636 0.292  0.439
H 0.666 -3.724 -0.255  -0.056
H 1.523 -4.679 0.954  0.475
H 1.863 -4.906 -0.775  0.394
H 4.979 -3.168 -1.307  0.337
H 5.449 -2.480 -3.652  0.301
H 3.566 -1.581 -5.011  0.321
H 1.519 -1.082 -5.340  0.454
H -0.531 -2.372 -3.491  -0.004
H 0.461 -3.218 -4.681  0.385
H -0.746 -2.023 -5.210  0.419
H -0.104 0.210 -3.109  -0.230
H -0.349 0.414 -4.849  0.546
H 1.144 0.996 -4.087  0.270

***

(2)
# C32H31CoF4N11O3

A structure of composition C32H31CoF4N11O3 (the ωB97M-V functional and the def2-TZVPD basis, the OMol25 dataset).

Results
Calculated total energy, a.u.: -3848.046027
Multiplicity: 4
Largest force on an atom, eV Å⁻¹: 2.9
Molecular weight, g mol⁻¹: 752.599
Net charge: 0

Each line ends with the Mulliken charge.
Atoms and positions in Å:
Co 1.278 -1.300 0.716  -0.259
C -1.618 -3.231 1.031  -1.130
C -0.371 -3.747 1.758  -0.748
N 0.891 -3.482 0.947  1.156
C 0.829 -4.132 -0.393  -0.650
C 2.136 -4.187 -1.163  -1.496
C 2.046 -3.968 1.755  -1.195
C 2.553 -2.910 2.750  -0.748
N 2.654 -1.649 2.105  0.454
C 3.514 -0.724 2.599  0.290
C 4.162 0.162 1.756  -0.123
F 3.927 0.090 0.419  -0.206
C 5.109 1.061 2.214  0.141
F 5.686 1.956 1.391  -0.328
C 5.508 1.118 3.538  -0.549
C 4.888 0.192 4.422  -0.221
F 5.239 0.185 5.731  -0.306
C 3.802 -0.576 3.963  0.584
F 2.864 -1.032 4.844  -0.330
H -2.541 -3.544 1.578  0.389
H -1.728 -3.613 0.030  0.361
H -1.621 -2.139 0.941  0.078
H -0.396 -4.824 2.031  0.391
H -0.198 -3.167 2.657  0.255
H 0.062 -3.630 -0.951  0.372
H 0.421 -5.120 -0.206  0.538
H 2.892 -3.453 -0.844  0.279
H 1.938 -4.001 -2.226  0.326
H 2.588 -5.183 -1.041  0.381
H 2.867 -4.205 1.100  0.521
H 1.796 -4.884 2.316  0.178
H 3.568 -3.223 3.114  0.391
H 1.898 -2.897 3.606  0.350
H 6.206 1.842 3.894  0.479
C -2.097 1.987 3.432  -1.203
N -0.949 1.446 2.755  0.604
C -0.641 0.167 2.388  -0.281
N 0.284 0.167 1.447  0.754
C 0.533 1.539 1.215  -0.804
N -0.219 2.305 1.970  -0.737
C -3.256 2.434 2.528  1.157
C -4.406 2.936 3.159  -1.082
C -5.406 3.491 2.328  -0.320
C -5.335 3.522 0.954  -1.042
C -4.221 2.913 0.317  -0.163
C -3.176 2.389 1.092  0.022
C -4.048 2.921 -1.109  0.626
N -4.674 3.695 -1.925  -0.399
N -4.163 3.451 -3.225  -0.582
C -3.236 2.573 -3.078  0.393
O -3.046 2.215 -1.754  -0.046
C -2.396 1.988 -4.123  0.010
C -2.147 2.683 -5.338  -0.872
C -1.092 2.320 -6.131  -0.620
C -0.398 1.146 -5.893  -0.849
C -0.720 0.380 -4.760  0.689
C 0.128 -0.832 -4.386  -0.996
N 0.796 -0.609 -3.122  1.080
C 0.412 -0.183 -1.901  -0.647
N 1.445 -0.371 -1.039  0.504
C 2.499 -0.802 -1.824  -0.792
N 2.166 -0.948 -3.076  -1.058
C -1.707 0.823 -3.857  -0.150
H -1.678 2.819 4.035  0.331
H -2.424 1.193 4.104  0.423
H -1.131 -0.655 2.848  0.476
H 1.153 1.900 0.392  0.571
H -4.554 2.987 4.241  0.423
H -6.328 3.893 2.787  0.330
H -6.081 3.969 0.316  0.515
H -2.294 1.959 0.619  0.378
H -2.679 3.599 -5.471  0.523
H -0.876 2.960 -7.015  0.359
H 0.351 0.824 -6.628  0.373
H 0.956 -1.027 -5.101  0.345
H -0.438 -1.777 -4.263  0.268
H -0.537 0.292 -1.674  0.052
H 3.502 -0.910 -1.463  0.750
H -1.969 0.283 -2.931  1.086
O 0.672 3.768 -3.765  -0.443
N 0.184 3.151 -2.826  0.804
O 0.389 3.237 -1.630  -0.386

***

(3)
# C32H31CuI2NO4PS

A structure of composition C32H31CuI2NO4PS (the ωB97M-V functional and the def2-TZVPD basis, the OMol25 dataset).

Results
Multiplicity: 2
Energy relative to the best compared isomer or geometry (same formula, charge and spin), eV: 0.000
Largest force on an atom, eV Å⁻¹: 0.3
Molecular weight, g mol⁻¹: 873.998
Net charge: +1

Each line ends with the Mulliken charge.
Atoms and positions in Å:
Cu 0.341 1.420 0.415  1.403
I -0.898 2.229 5.344  0.014
C -1.995 2.437 3.591  -0.225
C -3.315 2.936 3.636  -0.241
C -4.066 3.071 2.502  -0.227
I -6.009 3.808 2.664  0.081
C -3.516 2.713 1.243  0.768
C -4.174 2.796 -0.006  -0.659
C -3.533 2.419 -1.152  -1.252
C -2.210 1.956 -1.081  -0.307
N -1.574 1.870 0.062  0.653
C -2.196 2.230 1.222  0.436
C -1.405 2.064 2.403  -0.642
O -0.199 1.567 2.281  0.072
H -3.735 3.212 4.594  0.424
H -5.193 3.160 -0.043  0.196
H -4.027 2.475 -2.112  0.450
H -1.664 1.650 -1.965  0.589
C 2.027 -0.627 2.651  -0.764
C 2.795 0.112 1.605  1.090
C 4.264 -0.148 1.491  -1.381
O 2.272 0.910 0.832  -0.302
H 2.479 -0.424 3.625  0.477
H 2.134 -1.702 2.479  0.298
H 0.980 -0.341 2.665  -0.191
H 4.418 -1.201 1.246  0.297
H 4.749 0.024 2.453  0.412
H 4.708 0.475 0.720  0.314
O 0.405 0.075 -1.060  -0.953
P 0.108 -1.370 -1.382  1.694
C -0.576 -2.274 0.008  0.038
C -1.217 -1.580 1.033  -0.313
C -1.761 -2.271 2.107  -0.579
C -1.678 -3.655 2.151  -0.639
C -1.050 -4.354 1.127  -0.757
C -0.495 -3.668 0.059  -0.514
C 1.600 -2.246 -1.855  -0.072
C 2.501 -2.615 -0.853  -0.029
C 3.704 -3.215 -1.182  -0.950
C 4.017 -3.450 -2.517  -0.562
C 3.126 -3.091 -3.516  -0.744
C 1.917 -2.491 -3.188  -0.548
C -1.050 -1.445 -2.746  0.332
C -2.085 -2.374 -2.806  -0.440
C -2.952 -2.372 -3.890  -0.732
C -2.788 -1.448 -4.911  -0.563
C -1.760 -0.514 -4.853  -0.797
C -0.894 -0.509 -3.772  -0.582
H -1.298 -0.502 1.004  0.589
H -2.250 -1.726 2.904  0.530
H -2.104 -4.195 2.987  0.431
H -0.986 -5.433 1.166  0.446
H 0.011 -4.214 -0.728  0.525
H 2.244 -2.452 0.188  0.629
H 4.395 -3.514 -0.405  0.454
H 4.955 -3.924 -2.775  0.400
H 3.367 -3.285 -4.553  0.438
H 1.219 -2.227 -3.972  0.382
H -2.227 -3.090 -2.006  0.384
H -3.759 -3.091 -3.934  0.442
H -3.466 -1.451 -5.754  0.424
H -1.636 0.209 -5.649  0.460
H -0.098 0.225 -3.717  0.491
C 3.251 4.244 0.641  -0.623
S 1.513 4.639 0.681  0.240
C 1.245 4.420 2.432  -0.620
O 0.815 3.490 -0.007  -0.507
H 3.790 4.982 1.234  0.431
H 3.570 4.297 -0.397  0.343
H 3.391 3.236 1.031  -0.083
H 1.924 5.074 2.976  0.539
H 1.400 3.370 2.683  -0.070
H 0.213 4.693 2.647  0.252